The following is a quantum chemistry calculation of a 3-piece molecular cluster, C20H51B4N3O10 overall in a non-equilibrium geometry, from the Open Molecules 2025 dataset.

Bonds (Å) are listed after each position.
Cartesian coordinates (Å):
1 C 3.660 -3.539 -3.383  O2 1.409, H20 1.095, H21 1.090, H22 1.098
2 O 4.067 -2.459 -4.192  C1 1.409, C3 1.414
3 C 3.083 -1.457 -4.354  O2 1.414, C4 1.519, H23 1.102, H24 1.092
4 C 2.673 -0.766 -3.065  C3 1.519, C5 1.524, H25 1.095, H26 1.096
5 C 1.639 0.328 -3.301  C4 1.524, C6 1.527, H27 1.095, H28 1.097
6 C 1.390 1.152 -2.040  C5 1.527, C7 1.528, H29 1.093, H30 1.094
7 C 0.146 2.038 -2.094  C6 1.528, C8 1.537, H31 1.093, H32 1.095
8 C -1.174 1.345 -2.464  C7 1.537, B9 1.564, H33 1.094, H34 1.099
9 B -1.603 0.044 -1.708  C8 1.564, O10 1.386, O19 1.394
10 O -0.710 -0.943 -1.322  B9 1.386, B11 1.391
11 B -1.084 -2.260 -1.568  O10 1.391, N12 1.420, O13 1.392
12 N -0.132 -3.313 -1.585  B11 1.420, H35 1.009, H36 1.012
13 O -2.432 -2.530 -1.787  B11 1.392, B14 1.385
14 B -3.298 -1.483 -2.052  O13 1.385, C15 1.566, O19 1.394
15 C -4.547 -1.635 -2.984  B14 1.566, B16 1.572, H37 1.096, H38 1.098
16 B -4.559 -2.943 -3.856  C15 1.572, O17 1.368, O18 1.377
17 O -4.674 -4.163 -3.247  B16 1.368, H39 0.958
18 O -4.483 -2.932 -5.230  B16 1.377, H40 0.957
19 O -2.948 -0.253 -1.497  B9 1.394, B14 1.394
20 H 3.901 -3.379 -2.327  C1 1.095
21 H 4.185 -4.428 -3.732  C1 1.090
22 H 2.580 -3.719 -3.468  C1 1.098
23 H 2.194 -1.882 -4.847  C3 1.102
24 H 3.516 -0.728 -5.041  C3 1.092
25 H 2.262 -1.494 -2.357  C4 1.095
26 H 3.561 -0.334 -2.591  C4 1.096
27 H 0.711 -0.120 -3.671  C5 1.095
28 H 2.005 0.992 -4.094  C5 1.097
29 H 1.351 0.486 -1.174  C6 1.093
30 H 2.253 1.809 -1.896  C6 1.094
31 H 0.027 2.544 -1.132  C7 1.093
32 H 0.324 2.832 -2.827  C7 1.095
33 H -1.996 2.060 -2.363  C8 1.094
34 H -1.166 1.075 -3.530  C8 1.099
35 H -0.139 -3.939 -2.377  N12 1.009
36 H 0.816 -3.001 -1.422  N12 1.012
37 H -4.583 -0.722 -3.590  C15 1.096
38 H -5.458 -1.607 -2.372  C15 1.098
39 H -4.188 -4.870 -3.673  O17 0.958
40 H -4.257 -2.078 -5.598  O18 0.957
41 C 2.620 5.289 3.396  O42 1.411, H50 1.089, H51 1.096, H52 1.095
42 O 3.944 5.594 3.016  C41 1.411, C43 1.422
43 C 4.941 4.764 3.600  O42 1.422, C44 1.513, H53 1.095, H54 1.093
44 C 5.592 3.878 2.561  C43 1.513, N45 1.453, H55 1.095, H56 1.099
45 N 4.657 2.884 2.064  C44 1.453, C46 1.456, H57 1.012
46 C 5.124 2.102 0.928  N45 1.456, C47 1.525, H58 1.093, H59 1.096
47 C 5.444 2.835 -0.371  C46 1.525, O48 1.416, H60 1.093, H61 1.097
48 O 4.312 3.387 -1.018  C47 1.416, C49 1.413
49 C 3.899 4.660 -0.564  O48 1.413, H62 1.094, H63 1.094, H64 1.090
50 H 1.987 6.091 3.020  C41 1.089
51 H 2.269 4.338 2.979  C41 1.096
52 H 2.517 5.240 4.485  C41 1.095
53 H 4.507 4.157 4.400  C43 1.095
54 H 5.701 5.416 4.038  C43 1.093
55 H 6.442 3.365 3.024  C44 1.095
56 H 5.996 4.530 1.773  C44 1.099
57 H 3.787 3.340 1.821  N45 1.012
58 H 4.360 1.354 0.704  C46 1.093
59 H 6.023 1.554 1.235  C46 1.096
60 H 5.853 2.098 -1.067  C47 1.093
61 H 6.210 3.608 -0.235  C47 1.097
62 H 4.750 5.264 -0.234  C49 1.094
63 H 3.178 4.601 0.257  C49 1.094
64 H 3.415 5.162 -1.402  C49 1.090
65 C -1.300 -1.719 3.352  O66 1.410, H74 1.089, H75 1.096, H76 1.095
66 O -2.308 -0.942 2.744  C65 1.410, C67 1.424
67 C -2.857 -1.504 1.556  O66 1.424, C68 1.513, H77 1.096, H78 1.090
68 C -4.285 -1.957 1.767  C67 1.513, N69 1.453, H79 1.096, H80 1.100
69 N -4.352 -3.099 2.662  C68 1.453, C70 1.456, H81 1.011
70 C -5.693 -3.492 3.069  N69 1.456, C71 1.525, H82 1.093, H83 1.096
71 C -6.531 -2.490 3.856  C70 1.525, O72 1.416, H84 1.093, H85 1.097
72 O -6.046 -2.222 5.158  C71 1.416, C73 1.413
73 C -5.051 -1.223 5.248  O72 1.413, H86 1.095, H87 1.094, H88 1.090
74 H -0.854 -1.110 4.137  C65 1.089
75 H -1.687 -2.642 3.799  C65 1.096
76 H -0.519 -1.994 2.634  C65 1.095
77 H -2.241 -2.342 1.213  C67 1.096
78 H -2.851 -0.730 0.788  C67 1.090
79 H -4.703 -2.246 0.795  C68 1.096
80 H -4.858 -1.089 2.124  C68 1.100
81 H -3.793 -2.909 3.483  N69 1.011
82 H -5.603 -4.396 3.676  C70 1.093
83 H -6.256 -3.770 2.170  C70 1.096
84 H -7.523 -2.927 3.991  C71 1.093
85 H -6.664 -1.549 3.307  C71 1.097
86 H -5.198 -0.442 4.495  C73 1.095
87 H -4.039 -1.622 5.129  C73 1.094
88 H -5.127 -0.775 6.238  C73 1.090

Summary:
- LUMO level: 0.114 eV
- F_max: 1.3 eV Å⁻¹
- Electronic energy: -49226.9811 eV
- Frontier orbital gap: 0.3167 Eh
- HOMO energy: -8.503 eV
- SMILES: COCCCCCCB1OB(N)OB(CB(O)O)O1.COCCNCCOC.COCCNCCOC

=====

The following is a quantum chemistry calculation of a 6-piece molecular cluster, C20H51F6N5O10S2 overall in a non-equilibrium geometry, from the Open Molecules 2025 dataset.

Bonds (Å) are listed after each position.
Cartesian coordinates (Å):
1 O -1.126 -0.383 0.091  H2 0.960, H3 0.960, H4 0.960
2 H -1.893 -0.110 -0.419  O1 0.960
3 H -0.943 -1.307 -0.096  O1 0.960
4 H -1.344 -0.234 1.014  O1 0.960
5 C -3.915 0.937 -5.167  F6 1.354, F7 1.321, F8 1.303, S9 1.943
6 F -5.043 1.459 -5.706  C5 1.354
7 F -3.338 0.111 -6.021  C5 1.321
8 F -3.200 1.970 -4.822  C5 1.303
9 S -4.361 -0.098 -3.583  C5 1.943, O10 1.448, O11 1.480, N12 1.741, S13 2.575
10 O -5.736 -0.517 -3.760  S9 1.448
11 O -3.365 -1.193 -3.559  S9 1.480
12 N -4.157 1.013 -2.258  S9 1.741, S13 1.578
13 S -5.634 1.522 -2.040  S9 2.575, N12 1.578, O14 1.453, O15 1.468, C16 1.984
14 O -6.269 2.160 -3.180  S13 1.453
15 O -6.418 0.589 -1.221  S13 1.468
16 C -5.296 2.994 -0.753  S13 1.984, F17 1.356, F18 1.357, F19 1.404
17 F -4.544 4.001 -1.265  C16 1.356
18 F -6.491 3.499 -0.354  C16 1.357
19 F -4.563 2.511 0.342  C16 1.404
20 C 3.483 7.040 2.150  C21 1.562, H26 1.090, H27 1.090, H28 1.090
21 C 3.293 7.505 0.671  C20 1.562, C22 1.531, N25 1.451, H29 1.090
22 C 2.097 6.932 -0.095  C21 1.531, O23 1.456, H30 1.090, H31 1.090
23 O 2.280 5.508 -0.340  C22 1.456, C24 1.401
24 C 1.129 4.876 -0.828  O23 1.401, H32 1.090, H33 1.090, H34 1.090
25 N 3.379 8.950 0.587  C21 1.451, H35 1.010, H36 1.010
26 H 3.379 5.955 2.123  C20 1.090
27 H 2.732 7.429 2.838  C20 1.090
28 H 4.494 7.377 2.378  C20 1.090
29 H 4.166 7.087 0.169  C21 1.090
30 H 2.082 7.423 -1.068  C22 1.090
31 H 1.215 7.251 0.460  C22 1.090
32 H 1.457 3.861 -1.054  C24 1.090
33 H 0.732 5.232 -1.779  C24 1.090
34 H 0.302 4.935 -0.121  C24 1.090
35 H 2.710 9.485 1.122  N25 1.010
36 H 3.094 9.155 -0.360  N25 1.010
37 C 1.000 2.035 4.785  C38 1.524, H43 1.090, H44 1.090, H45 1.090
38 C 0.510 0.647 5.178  C37 1.524, C39 1.536, N42 1.460, H46 1.090
39 C 0.586 0.443 6.699  C38 1.536, O40 1.434, H47 1.090, H48 1.090
40 O -0.060 -0.744 7.178  C39 1.434, C41 1.436
41 C -0.093 -0.849 8.609  O40 1.436, H49 1.090, H50 1.090, H51 1.090
42 N -0.870 0.595 4.705  C38 1.460, H52 1.010, H53 1.010
43 H 0.663 2.794 5.492  C37 1.090
44 H 0.736 2.360 3.778  C37 1.090
45 H 2.074 1.864 4.856  C37 1.090
46 H 1.049 -0.162 4.686  C38 1.090
47 H 0.119 1.242 7.274  C39 1.090
48 H 1.603 0.498 7.087  C39 1.090
49 H 0.896 -0.937 9.059  C41 1.090
50 H -0.608 -1.763 8.905  C41 1.090
51 H -0.564 0.052 9.004  C41 1.090
52 H -1.471 1.253 5.179  N42 1.010
53 H -1.232 -0.257 5.110  N42 1.010
54 C 3.752 -4.742 -5.247  C55 1.522, H60 1.090, H61 1.090, H62 1.090
55 C 2.617 -3.753 -5.022  C54 1.522, C56 1.519, N59 1.457, H63 1.090
56 C 2.133 -3.070 -6.288  C55 1.519, O57 1.444, H64 1.090, H65 1.090
57 O 1.758 -4.034 -7.295  C56 1.444, C58 1.482
58 C 1.379 -3.384 -8.572  O57 1.482, H66 1.090, H67 1.090, H68 1.090
59 N 1.500 -4.513 -4.478  C55 1.457, H69 1.010, H70 1.010
60 H 3.430 -5.360 -6.084  C54 1.090
61 H 3.899 -5.359 -4.360  C54 1.090
62 H 4.670 -4.203 -5.480  C54 1.090
63 H 2.945 -2.950 -4.362  C55 1.090
64 H 3.012 -2.535 -6.649  C56 1.090
65 H 1.349 -2.349 -6.054  C56 1.090
66 H 1.192 -4.170 -9.303  C58 1.090
67 H 2.242 -2.814 -8.916  C58 1.090
68 H 0.481 -2.768 -8.510  C58 1.090
69 H 0.685 -3.935 -4.625  N59 1.010
70 H 1.257 -5.229 -5.148  N59 1.010
71 C 3.146 -1.423 0.431  O72 1.412, H80 1.090, H81 1.090, H82 1.090
72 O 1.962 -2.050 0.880  C71 1.412, C73 1.406
73 C 2.041 -3.399 1.266  O72 1.406, C74 1.535, H83 1.090, H84 1.090
74 C 0.636 -3.870 1.666  C73 1.535, N75 1.447, H85 1.090, H86 1.090
75 N -0.259 -3.808 0.531  C74 1.447, C76 1.459, H87 1.010
76 C -1.505 -4.553 0.680  N75 1.459, C77 1.548, H88 1.090, H89 1.090
77 C -2.352 -4.177 1.920  C76 1.548, O78 1.462, H90 1.090, H91 1.090
78 O -2.740 -2.769 1.973  C77 1.462, C79 1.451
79 C -3.854 -2.554 2.876  O78 1.451, H92 1.090, H93 1.090, H94 1.090
80 H 3.735 -1.987 -0.291  C71 1.090
81 H 3.797 -1.268 1.291  C71 1.090
82 H 2.906 -0.442 0.021  C71 1.090
83 H 2.738 -3.561 2.088  C73 1.090
84 H 2.486 -4.039 0.504  C73 1.090
85 H 0.279 -3.198 2.446  C74 1.090
86 H 0.643 -4.911 1.989  C74 1.090
87 H 0.223 -4.282 -0.219  N75 1.010
88 H -1.280 -5.620 0.690  C76 1.090
89 H -2.079 -4.337 -0.221  C76 1.090
90 H -1.966 -4.565 2.863  C77 1.090
91 H -3.290 -4.715 1.782  C77 1.090
92 H -4.563 -3.362 3.054  C79 1.090
93 H -4.355 -1.609 2.665  C79 1.090
94 H -3.373 -2.330 3.828  C79 1.090

Summary:
- LUMO level: -0.847 eV
- F_max: 3.7 eV Å⁻¹
- Electronic energy: -87459.2495 eV
- Frontier orbital gap: 0.2966 Eh
- HOMO energy: -8.917 eV
- Relative energy (zero: lowest compared OMol25 entry of this formula, charge and spin): 0.00 kcal/mol

=====

The following is a quantum chemistry calculation of a 12-piece molecular cluster, C20H51N5O25 overall in a non-equilibrium geometry, from the Open Molecules 2025 dataset.

Bonds (Å) are listed after each position.
Cartesian coordinates (Å):
1 C -20.555 -15.637 17.843  N2 1.495, H5 1.081, H6 1.086, H7 1.088
2 N -20.777 -16.347 19.140  C1 1.495, O3 1.211, O4 1.222
3 O -19.920 -17.032 19.653  N2 1.211
4 O -21.854 -16.149 19.681  N2 1.222
5 H -21.406 -15.744 17.185  C1 1.081
6 H -19.642 -16.036 17.410  C1 1.086
7 H -20.359 -14.618 18.170  C1 1.088
8 C -25.205 -18.732 17.150  N9 1.497, H12 1.083, H13 1.089, H14 1.084
9 N -26.437 -18.631 17.993  C8 1.497, O10 1.209, O11 1.203
10 O -27.441 -19.115 17.524  N9 1.209
11 O -26.356 -18.100 19.070  N9 1.203
12 H -25.413 -18.177 16.243  C8 1.083
13 H -25.066 -19.805 17.020  C8 1.089
14 H -24.362 -18.370 17.727  C8 1.084
15 C -23.952 -20.162 23.454  N16 1.509, H19 1.086, H20 1.084, H21 1.084
16 N -24.068 -18.700 23.098  C15 1.509, O17 1.210, O18 1.210
17 O -24.113 -17.935 24.034  N16 1.210
18 O -24.140 -18.403 21.927  N16 1.210
19 H -24.934 -20.476 23.795  C15 1.086
20 H -23.255 -20.211 24.282  C15 1.084
21 H -23.643 -20.656 22.539  C15 1.084
22 C -25.682 -21.929 13.047  N23 1.484, H26 1.086, H27 1.082, H28 1.090
23 N -25.645 -21.652 11.590  C22 1.484, O24 1.220, O25 1.210
24 O -24.558 -21.686 11.037  N23 1.220
25 O -26.704 -21.488 11.027  N23 1.210
26 H -24.693 -22.298 13.306  C22 1.086
27 H -26.490 -22.593 13.325  C22 1.082
28 H -25.787 -20.998 13.606  C22 1.090
29 C -22.550 -25.396 11.192  N30 1.500, H33 1.084, H34 1.084, H35 1.088
30 N -23.156 -24.866 12.459  C29 1.500, O31 1.214, O32 1.203
31 O -24.365 -24.910 12.562  N30 1.214
32 O -22.432 -24.435 13.316  N30 1.203
33 H -23.039 -24.907 10.358  C29 1.084
34 H -22.601 -26.478 11.235  C29 1.084
35 H -21.512 -25.076 11.234  C29 1.088
36 C -22.100 -19.613 19.621  O37 1.435, H42 1.091, H43 1.086, H44 1.087
37 O -22.408 -20.019 18.279  C36 1.435, C38 1.296
38 C -21.761 -20.982 17.699  O37 1.296, O39 1.224, O40 1.319
39 O -20.748 -21.519 18.126  C38 1.224
40 O -22.343 -21.316 16.563  C38 1.319, C41 1.424
41 C -21.727 -22.254 15.686  O40 1.424, H45 1.085, H46 1.092, H47 1.087
42 H -21.019 -19.481 19.673  C36 1.091
43 H -22.520 -20.375 20.271  C36 1.086
44 H -22.492 -18.611 19.774  C36 1.087
45 H -22.296 -22.298 14.764  C41 1.085
46 H -21.867 -23.215 16.187  C41 1.092
47 H -20.672 -22.047 15.526  C41 1.087
48 C -28.661 -22.869 17.204  O49 1.412, H54 1.092, H55 1.091, H56 1.086
49 O -27.649 -23.811 16.914  C48 1.412, C50 1.316
50 C -26.394 -23.475 16.707  O49 1.316, O51 1.217, O52 1.303
51 O -25.980 -22.334 16.619  C50 1.217
52 O -25.683 -24.554 16.547  C50 1.303, C53 1.403
53 C -24.323 -24.500 16.206  O52 1.403, H57 1.089, H58 1.088, H59 1.090
54 H -28.733 -22.113 16.419  C48 1.092
55 H -28.482 -22.355 18.149  C48 1.091
56 H -29.581 -23.442 17.261  C48 1.086
57 H -23.877 -23.510 16.299  C53 1.089
58 H -24.151 -24.849 15.190  C53 1.088
59 H -23.802 -25.142 16.916  C53 1.090
60 C -17.245 -20.045 18.077  O61 1.428, H66 1.089, H67 1.088, H68 1.087
61 O -16.332 -21.136 17.960  C60 1.428, C62 1.317
62 C -15.051 -20.832 18.004  O61 1.317, O63 1.204, O64 1.325
63 O -14.596 -19.725 18.137  C62 1.204
64 O -14.325 -21.935 17.897  C62 1.325, C65 1.425
65 C -12.922 -21.754 17.720  O64 1.425, H69 1.086, H70 1.089, H71 1.089
66 H -17.402 -19.573 17.108  C60 1.089
67 H -16.906 -19.326 18.821  C60 1.088
68 H -18.163 -20.515 18.419  C60 1.087
69 H -12.494 -22.682 18.087  C65 1.086
70 H -12.535 -20.921 18.305  C65 1.089
71 H -12.672 -21.549 16.680  C65 1.089
72 C -18.346 -24.202 12.312  O73 1.405, H78 1.089, H79 1.094, H80 1.089
73 O -18.855 -23.091 13.006  C72 1.405, C74 1.319
74 C -19.601 -22.144 12.472  O73 1.319, O75 1.193, O76 1.339
75 O -19.772 -21.072 12.967  C74 1.193
76 O -20.154 -22.563 11.326  C74 1.339, C77 1.412
77 C -20.778 -21.607 10.495  O76 1.412, H81 1.088, H82 1.094, H83 1.094
78 H -18.137 -24.009 11.261  C72 1.089
79 H -18.998 -25.076 12.395  C72 1.094
80 H -17.428 -24.512 12.810  C72 1.089
81 H -20.601 -21.820 9.442  C77 1.088
82 H -20.384 -20.620 10.752  C77 1.094
83 H -21.860 -21.512 10.622  C77 1.094
84 C -25.130 -21.008 19.638  O85 1.412, H86 1.094, H87 1.094, H88 1.095
85 O -24.192 -21.845 18.996  C84 1.412, H89 0.972
86 H -24.964 -19.960 19.373  C84 1.094
87 H -26.194 -21.233 19.518  C84 1.094
88 H -25.042 -21.040 20.729  C84 1.095
89 H -24.596 -22.095 18.148  O85 0.972
90 C -20.178 -22.410 21.378  O91 1.407, H92 1.088, H93 1.096, H94 1.104
91 O -19.193 -22.392 20.374  C90 1.407, H95 0.967
92 H -20.134 -23.343 21.936  C90 1.088
93 H -20.229 -21.508 21.999  C90 1.096
94 H -21.176 -22.436 20.906  C90 1.104
95 H -19.492 -21.764 19.701  O91 0.967
96 C -22.169 -24.650 19.204  O97 1.423, H98 1.094, H99 1.093, H100 1.091
97 O -23.572 -24.546 19.421  C96 1.423, H101 0.973
98 H -22.039 -25.635 18.748  C96 1.094
99 H -21.829 -23.928 18.456  C96 1.093
100 H -21.510 -24.637 20.073  C96 1.091
101 H -23.759 -23.604 19.579  O97 0.973

Summary:
- LUMO level: -0.263 eV
- F_max: 2.4 eV Å⁻¹
- Electronic energy: -80189.3188 eV
- Frontier orbital gap: 0.3488 Eh
- HOMO energy: -9.754 eV
- SMILES: C[N+](=O)[O-].C[N+](=O)[O-].C[N+](=O)[O-].C[N+](=O)[O-].C[N+](=O)[O-].COC(=O)OC.COC(=O)OC.COC(=O)OC.COC(=O)OC.CO.CO.CO